The following is a DFT calculation (ωB97M-V/def2-TZVPD) of one molecule with the formula C5H11NO.

Geometry as XYZ:
```
18
Properties=species:S:1:pos:R:3:forces:R:3
H -1.931968 0.100624 -1.842381 0.0 0.1 0.1
H 2.743895 -0.411564 -1.599165 -0.1 0.0 0.1
H -3.183695 0.526142 -0.651757 0.1 0.0 0.0
H 1.573701 0.379772 1.619975 -0.2 0.0 0.0
C -2.105003 0.480813 -0.834493 0.0 0.0 0.0
H 2.779365 -0.798424 0.134825 -0.1 0.1 -0.1
C 0.485744 0.321611 1.601262 0.1 0.1 0.1
H 0.172864 -0.348913 2.411755 0.0 0.1 -0.1
H -1.855563 -0.246425 1.188503 0.1 0.0 -0.1
H 2.486670 0.869351 -0.390225 -0.1 -0.2 0.0
H -1.586886 -1.469437 -0.058235 0.0 0.1 0.0
C 2.297226 -0.182053 -0.631538 0.0 0.0 -0.1
H -1.706339 1.499286 -0.779893 -0.1 -0.1 0.0
H 0.085697 1.321998 1.812022 0.0 -0.1 0.0
O 0.341707 -0.969256 -1.761461 0.1 0.1 0.2
C 0.810730 -0.480532 -0.742115 0.0 0.0 0.1
C -1.422159 -0.416665 0.197328 -0.1 0.0 0.1
N 0.014013 -0.176335 0.325599 0.1 -0.1 -0.2
```
Positions in Å, forces in eV/Å.

Results
2S+1: 1
SMILES: CCN(C)C(C)=O
Calculated total energy, eV: -8901.2972
Charge: 0
Energy relative to the best compared isomer or geometry (same formula, charge and spin), kcal/mol: 9.23